# 1
C19H40NP3PbS | ωB97M-V with the def2-TZVPD basis set

```
65
C19H40NP3PbS ωB97M-V with the def2-TZVPD basis set
Pb -0.19041 -0.09862 1.50602
P 2.07276 1.20138 2.56635
P -2.08652 1.78861 1.65920
P 0.56482 0.89125 -0.97525
H -1.05538 -2.74805 0.91386
C -0.21769 -2.42823 0.27335
C 1.07357 -2.36235 0.75313
H 1.30016 -2.60016 1.79697
C 2.66035 0.82979 4.24936
C 1.93630 3.01806 2.62180
C 3.56029 0.76856 1.59293
C -3.55382 1.08253 0.85075
C -2.49459 2.14283 3.38818
C -1.69532 3.37386 0.88387
C 1.72321 -0.20047 -1.85758
C 1.29915 2.55374 -1.06622
C -0.96236 0.88685 -1.96664
H -0.53132 -2.08064 -0.72375
H 1.91277 -1.94506 0.19222
H 2.60126 -0.24740 4.36993
H 1.98380 1.27553 4.97916
H 3.69645 1.11445 4.46711
H 1.08504 3.30163 3.24861
H 1.77014 3.47688 1.64444
H 2.83382 3.45215 3.06576
H 3.69505 -0.31931 1.60095
H 4.44002 1.21057 2.06682
H 3.53585 1.07013 0.54110
H -4.38892 1.78559 0.93981
H -3.81880 0.13257 1.33331
H -3.36739 0.85939 -0.20838
H -3.31184 2.86828 3.43780
H -1.61713 2.54267 3.90991
H -2.76873 1.22227 3.90922
H -2.53641 4.05080 1.05477
H -1.51513 3.28019 -0.19008
H -0.78947 3.78878 1.33876
H 1.90933 0.14271 -2.87796
H 1.33556 -1.22059 -1.89682
H 2.67738 -0.24990 -1.32641
H 1.38295 2.85312 -2.11026
H 2.29307 2.58977 -0.61356
H 0.68912 3.29151 -0.54272
H -0.74714 1.09229 -3.01567
H -1.70511 1.60656 -1.61506
H -1.43899 -0.09620 -1.91456
C -0.60226 -2.73584 -5.58556
C -1.78683 -2.97354 -6.31726
C -2.02756 -4.25472 -6.81872
C -1.11292 -5.28153 -6.61107
C 0.06889 -5.04015 -5.89410
C 0.32278 -3.76915 -5.38922
S -0.27544 -1.14990 -4.90188
H -1.38116 -0.50180 -5.30794
H -2.47282 -2.14813 -6.45855
H -2.94775 -4.44496 -7.37861
H -1.30872 -6.28358 -7.00590
H 0.79235 -5.83853 -5.72655
H 1.23693 -3.54390 -4.82656
C -0.19577 -0.09043 6.46939
C -0.48798 -0.25148 5.04691
N -0.76650 -0.51082 3.94847
H 0.79964 -0.52138 6.66601
H -0.94189 -0.58682 7.10066
H -0.15279 0.97832 6.73600
```

For the LUMO energy (alpha / beta), the calculation gives -0.509 / -0.492 Ha. The gap between HOMO and LUMO (alpha / beta) comes out at 5.764 / 5.782 eV. As for the charge: +4.


# 2
C7H6N2O2S | ωB97M-V with the def2-TZVPD basis set

```
18
C7H6N2O2S ωB97M-V with the def2-TZVPD basis set
C 2.92678 0.53157 -0.17496
C 1.48949 0.11133 0.10771
C 1.01558 -1.24728 0.08513
C -0.30586 -1.53713 0.05074
C -1.20132 -0.49331 0.05616
C -0.82315 0.85781 0.15186
C 0.56601 1.12136 0.12195
N -1.80745 1.80814 0.01240
N -2.96351 1.40245 -0.04004
S -2.99800 -0.39274 -0.01002
O -3.53350 -0.84788 1.25781
O -3.52890 -0.81637 -1.27764
H 3.36505 -0.29825 -0.62681
H 3.00062 1.55845 -0.67880
H 3.30437 0.63691 0.86545
H 1.58049 -2.16250 0.03944
H -0.78600 -2.44436 -0.03980
H 0.69933 2.21181 0.09943
```

For the LUMO energy, the calculation gives -0.046 Ha. The gap between HOMO and LUMO comes out at 8.657 eV.


# 3
C17H29BaNO7 | ωB97M-V with the def2-TZVPD basis set

```
55
C17H29BaNO7 ωB97M-V with the def2-TZVPD basis set
Ba -0.42009 -1.09321 -0.42626
C 0.60609 2.19685 -1.48159
C -0.23650 1.95385 -2.70919
O -1.04472 0.78368 -2.52803
C -2.44512 0.99043 -2.65090
C -3.02201 1.61262 -1.40258
O -2.69078 0.76148 -0.31099
C -3.26880 1.16710 0.92676
C -2.40902 2.21410 1.60282
O -1.09213 1.73621 1.82141
C -0.79378 1.31736 3.14310
C -1.03763 -0.16709 3.36921
O -0.39270 -0.99000 2.40304
C 0.91318 -1.46163 2.75166
C 1.98139 -0.41563 2.53045
O 1.84145 0.00551 1.19156
C 2.49091 1.22321 0.86377
C 2.64531 1.23041 -0.63749
O 1.38863 1.03021 -1.28769
H -0.01935 2.39595 -0.60079
H 1.24460 3.06860 -1.65788
H 0.41289 1.77420 -3.56703
H -0.86270 2.82505 -2.91633
H -2.89007 0.00694 -2.81325
H -2.67276 1.60825 -3.52338
H -4.10907 1.69848 -1.49825
H -2.61011 2.61532 -1.24474
H -3.33917 0.26895 1.54079
H -4.28315 1.54703 0.76916
H -2.87713 2.53174 2.53958
H -2.32651 3.09558 0.96297
H -1.38578 1.88062 3.87270
H 0.25126 1.56732 3.31230
H -2.10297 -0.39177 3.30285
H -0.70736 -0.43853 4.37691
H 1.11154 -2.29981 2.07907
H 0.92534 -1.84245 3.77593
H 2.96818 -0.86438 2.69402
H 1.88050 0.42570 3.22220
H 3.48212 1.27567 1.32500
H 1.88925 2.06949 1.22085
H 3.27877 0.40104 -0.94590
H 3.09909 2.16678 -0.97363
O 1.51981 -2.15331 -0.88379
N 2.80146 -1.99164 -1.28983
C 3.06845 -1.59052 -2.58611
C 4.34436 -1.28176 -2.94374
C 5.40859 -1.39403 -2.01907
C 5.11053 -1.93874 -0.74874
C 3.83130 -2.24543 -0.40121
H 2.21452 -1.54336 -3.24430
H 4.52666 -0.96702 -3.96248
H 6.42244 -1.16058 -2.30306
H 5.89786 -2.14610 -0.03623
H 3.53352 -2.68916 0.53624
```

For the LUMO energy (alpha / beta), the calculation gives -0.097 / -0.099 Ha. As for the spin multiplicity: 2. The gap between HOMO and LUMO (alpha / beta) comes out at 3.947 / 7.452 eV. As for the charge: +1.


# 4
C6H10O | ωB97M-V with the def2-TZVPD basis set

```
17
C6H10O ωB97M-V with the def2-TZVPD basis set
C 1.90341 0.37126 -0.66229
C 0.58113 0.15668 0.03993
C 0.20061 -1.28248 0.46647
C -1.23670 -1.05437 -0.07209
C -0.84129 0.36314 -0.53982
C -1.03829 1.33471 0.63781
O 0.31848 1.12551 1.08220
H 2.73799 0.16383 0.01977
H 2.00771 -0.30313 -1.52203
H 1.99854 1.40213 -1.01524
H 0.73840 -2.06031 -0.08736
H 0.31146 -1.47309 1.53785
H -2.01664 -1.02787 0.69534
H -1.54291 -1.74206 -0.86168
H -1.02263 0.65464 -1.57818
H -1.80602 0.98098 1.34978
H -1.29323 2.39043 0.50953
```

For the LUMO energy, the calculation gives 0.040 Ha. The gap between HOMO and LUMO comes out at 10.485 eV.


# 5
C7H11N2 | ωB97M-V with the def2-TZVPD basis set

```
20
C7H11N2 ωB97M-V with the def2-TZVPD basis set
C 0.85248 -1.57331 -0.93842
C 0.92148 -1.50587 -2.31292
C -0.42417 0.45325 -1.96831
C 0.14131 -0.54656 -0.35865
C 0.20712 -0.36129 -2.90628
C 0.97631 0.44036 1.67257
C -1.39751 0.53629 1.14315
N 0.23879 -0.24109 -4.19428
N -0.15538 -0.25214 1.00781
H 1.31978 -2.36902 -0.37667
H 1.42904 -2.20775 -2.94798
H -0.94063 1.38060 -1.90815
H 1.12352 1.41740 1.21404
H 0.76043 0.57037 2.73252
H 1.89227 -0.13781 1.56219
H -1.24537 1.52136 0.70629
H -2.21498 0.04229 0.62016
H -1.65666 0.64936 2.19429
H -0.28976 0.53720 -4.58104
H -0.29081 -1.15391 1.48939
```

For the LUMO energy (alpha / beta), the calculation gives -0.187 / -0.179 Ha. The gap between HOMO and LUMO (alpha / beta) comes out at 7.679 / 7.311 eV. As for the charge: +1.


# 6
C10H40N20O10 | ωB97M-V with the def2-TZVPD basis set

```
80
C10H40N20O10 ωB97M-V with the def2-TZVPD basis set
N -0.68963 -2.09384 0.18292
C -0.09899 -1.06576 0.66296
N -0.53254 0.01098 0.07630
O 0.59524 -1.04862 1.69291
H -1.33287 -1.94980 -0.58233
H -0.52765 -3.03509 0.51143
H -1.18413 -0.21479 -0.66164
H -0.32725 0.97719 0.28696
N -1.15929 -1.07730 -4.55459
C -1.00385 -1.25761 -3.29564
N 0.28315 -1.40273 -3.11585
O -1.76488 -1.10128 -2.44446
H -1.98904 -0.55476 -4.79661
H -0.39231 -1.00449 -5.20768
H 0.48114 -1.26944 -2.13445
H 0.86389 -1.56765 -3.92557
N -0.03400 4.79971 -1.70388
C -0.69784 3.77532 -1.29422
N -1.94542 3.89195 -1.81319
O -0.20616 2.94722 -0.58953
H 0.46164 5.19387 -0.91707
H -0.68081 5.31789 -2.28115
H -2.64526 3.18256 -1.64859
H -2.24775 4.77488 -2.19937
N -1.50917 3.78749 2.31332
C -1.79119 5.08525 2.54078
N -1.78979 5.31837 3.82822
O -1.93760 5.94590 1.65006
H -1.68409 3.04159 2.97146
H -1.30317 3.34331 1.42994
H -2.03611 6.28421 3.99120
H -1.04512 4.87907 4.35030
N 1.33271 1.62917 -2.45964
C 1.43355 1.98212 -3.69696
N 0.34337 2.56640 -4.13239
O 2.26771 1.72916 -4.51699
H 0.40242 1.50408 -2.08681
H 2.09349 1.32348 -1.86984
H 0.33569 2.71888 -5.13079
H -0.28899 3.19917 -3.66353
N 2.80315 0.80051 2.93004
C 2.51102 0.43746 4.09394
N 1.75922 -0.65272 4.10532
O 3.06890 0.79096 5.11683
H 2.31359 0.59845 2.07003
H 3.60803 1.40088 2.82133
H 1.61515 -1.21410 4.93249
H 1.18598 -0.64946 3.27377
N 1.44128 -4.56721 -0.51728
C 0.40229 -5.32226 -0.47762
N 0.60181 -6.49377 0.13454
O -0.61432 -5.08445 -1.10908
H 2.21577 -4.86952 0.05619
H 1.35143 -3.73625 -1.08429
H -0.22643 -7.02334 0.36619
H 1.43571 -6.65493 0.68110
N -2.44624 -4.78246 -3.82854
C -3.38634 -4.05386 -4.31895
N -3.60927 -3.06759 -3.52769
O -4.03251 -4.22957 -5.34395
H -2.15864 -4.43432 -2.92511
H -2.42052 -5.72889 -4.18026
H -4.29131 -2.43756 -3.92516
H -2.81512 -2.91816 -2.92180
N 0.44902 -3.49025 3.54715
C 0.59017 -3.74452 4.77449
N -0.42113 -4.46146 5.19024
O 1.46957 -3.27406 5.53381
H 1.25862 -3.30769 2.97154
H -0.40168 -3.82497 3.11776
H -0.46203 -4.51804 6.19782
H -1.12433 -4.71721 4.51186
N 3.39850 4.89978 1.86085
C 2.28214 4.71462 1.15970
N 1.77510 3.52628 1.49008
O 1.88873 5.53720 0.34483
H 3.70083 4.09951 2.39776
H 4.00082 5.65526 1.56666
H 2.26112 2.99496 2.19830
H 0.97285 3.23668 0.94913
```

For the LUMO energy, the calculation gives -0.008 Ha. The gap between HOMO and LUMO comes out at 8.483 eV.


# 7
C22H22MnN8O7S | ωB97M-V with the def2-TZVPD basis set

```
61
C22H22MnN8O7S ωB97M-V with the def2-TZVPD basis set
Mn -0.37482 0.67251 -0.16127
N 5.34027 -1.81232 -5.06018
C 4.73969 -1.04818 -4.06757
C 3.44715 -0.54547 -4.24802
C 2.87015 0.25901 -3.28640
C 3.57594 0.57183 -2.13142
C 4.85419 0.07374 -1.93570
C 5.43556 -0.72773 -2.90176
S 2.82947 1.58003 -0.90176
O 3.83240 1.89909 0.07109
O 2.14548 2.66538 -1.57522
N 1.64217 0.67882 -0.28785
C 1.83055 -0.50772 0.32371
N 2.99254 -1.14759 0.45649
C 2.93403 -2.33351 1.04878
C 1.75605 -2.90654 1.50906
C 0.60274 -2.15965 1.33044
N 0.62616 -0.96676 0.76270
H 4.71519 -2.27948 -5.69543
H 6.10598 -2.39403 -4.76340
H 2.90402 -0.78456 -5.15502
H 1.86866 0.64595 -3.42483
H 5.37813 0.31715 -1.02229
H 6.43898 -1.11014 -2.75659
H 3.88043 -2.85222 1.16074
H 1.73784 -3.87390 1.98622
H -0.36193 -2.52034 1.67308
N -0.98554 3.58252 -0.26693
N -0.70403 2.46604 -1.13152
H -0.59281 4.42521 -0.67106
H -0.50440 3.40937 0.60832
H 0.15525 2.63419 -1.65659
H -1.49373 2.36869 -1.75877
O -1.24715 1.28867 1.63683
C -2.38791 1.30758 1.10112
O -2.56354 0.81684 -0.04496
C -3.53590 1.91357 1.84382
C -3.33480 2.43851 3.11494
C -4.39223 3.00335 3.80803
C -5.63499 3.02710 3.20131
C -5.86163 2.51422 1.93681
C -4.79514 1.95229 1.25710
N -6.77122 3.62588 3.93481
O -6.55303 4.07564 5.04128
O -7.85335 3.64020 3.38317
H -2.34484 2.39744 3.54665
H -4.27003 3.41984 4.79619
H -6.85140 2.56241 1.50902
H -4.92128 1.54158 0.26507
O -0.50893 -0.43398 -1.90584
N -1.58242 -1.12700 -2.17436
C -2.00133 -1.19072 -3.45429
C -3.11225 -1.92712 -3.79290
C -3.81331 -2.60796 -2.80786
C -3.36442 -2.52660 -1.50181
C -2.24498 -1.77969 -1.20202
H -1.39628 -0.62808 -4.14764
H -3.42075 -1.95591 -4.82774
H -4.69158 -3.18676 -3.05558
H -3.87678 -3.03309 -0.69677
H -1.83782 -1.64931 -0.21305
```

For the LUMO energy (alpha / beta), the calculation gives -0.016 / -0.016 Ha. As for the spin multiplicity: 2. The gap between HOMO and LUMO (alpha / beta) comes out at 7.488 / 7.149 eV.


# 8
C48H66N10O3P3S2Sr | ωB97M-V with the def2-TZVPD basis set

```
133
C48H66N10O3P3S2Sr ωB97M-V with the def2-TZVPD basis set
Sr -0.19774 -0.74860 -0.63028
S -4.62704 -1.31268 0.49190
C -3.97083 -0.56122 1.89139
C -4.66514 -0.61378 3.13470
C -4.12301 -0.06720 4.26904
C -2.88155 0.57449 4.19442
C -2.27831 0.61152 2.95391
N -2.76795 0.05979 1.84112
H -5.62807 -1.10621 3.15264
H -4.65889 -0.12441 5.21120
H -2.41739 1.04343 5.05207
H -1.32894 1.13290 2.83308
C 2.63436 1.31820 -2.25909
N 1.68389 0.23244 -2.43168
C 1.82019 -0.47072 -3.49076
C 0.81001 -1.39270 -3.91968
C 0.81862 -2.26367 -5.01600
C -0.45968 -2.83566 -5.05022
C -1.15806 -2.27265 -3.97179
N -0.40608 -1.38927 -3.29297
C 2.37219 2.47424 -3.20256
C 3.40927 3.28379 -3.64984
C 3.14857 4.38371 -4.45868
C 1.84448 4.67578 -4.83179
C 0.80551 3.86220 -4.39660
C 1.06658 2.76699 -3.58889
H 3.67506 0.97957 -2.37189
H 2.52281 1.69816 -1.24422
H 2.68701 -0.33020 -4.15224
H 1.63810 -2.42845 -5.70131
H -0.84317 -3.54374 -5.77103
H -2.18529 -2.44837 -3.68030
H 4.43085 3.05534 -3.36158
H 3.96542 5.00885 -4.79989
H 1.63816 5.53429 -5.45938
H -0.21887 4.08663 -4.67095
H 0.26403 2.14422 -3.20902
C 3.87499 -4.06553 1.81797
N 2.57100 -4.26771 1.18997
C 1.95546 -5.54615 1.49211
P 1.67895 -2.90898 0.92761
O 2.43944 -1.70842 0.53739
O 0.65602 -3.23539 -0.27557
P -0.84046 -3.85187 -0.46818
O -1.68388 -2.74094 -0.95067
N -1.44711 -4.56327 0.88137
C -2.50240 -3.84609 1.62945
C -1.49076 -6.00485 1.09997
N -0.47891 -5.09988 -1.48927
C -1.67484 -5.60544 -2.17794
C 0.67164 -4.98574 -2.40066
N 0.67432 -2.69920 2.20984
C 0.69645 -3.36998 3.48909
C -0.21922 -1.56138 1.97179
H 3.80011 -3.96937 2.90737
H 4.34176 -3.17015 1.41479
H 4.51069 -4.92371 1.59194
H 2.03240 -5.78696 2.55696
H 2.44277 -6.33982 0.91988
H 0.90710 -5.52625 1.22380
H -2.90306 -3.00234 1.06170
H -2.13481 -3.49687 2.59671
H -3.33089 -4.53228 1.80776
H -0.78558 -6.52468 0.45848
H -2.49299 -6.38498 0.88067
H -1.26649 -6.23050 2.14624
H -2.55210 -5.52071 -1.53487
H -1.52947 -6.65739 -2.43237
H -1.86926 -5.03298 -3.08831
H 1.58770 -4.83469 -1.83465
H 0.55104 -4.17725 -3.12735
H 0.75316 -5.93068 -2.94026
H 1.68403 -3.78176 3.68945
H -0.03939 -4.17921 3.54919
H 0.48464 -2.64245 4.27400
H 0.43836 -0.80238 1.56540
H -0.63368 -1.18408 2.89924
H -1.03562 -1.83139 1.30352
N -0.90283 1.48979 -1.03437
P -1.83185 2.69383 -1.07369
C -0.95473 4.32304 -0.94318
C -1.53543 5.58096 -1.08406
C -0.76313 6.73111 -1.00153
C 0.60321 6.63846 -0.76564
C 1.18924 5.39168 -0.60532
C 0.41028 4.24589 -0.69255
C -2.75343 2.80975 -2.66993
C -3.73521 3.74767 -2.98456
C -4.32742 3.75843 -4.23931
C -3.94999 2.82156 -5.19391
C -2.99270 1.86711 -4.88203
C -2.40038 1.86029 -3.62573
C -3.15355 2.89199 0.17509
C -2.86447 3.51168 1.39030
C -3.79179 3.51510 2.41955
C -5.01900 2.88606 2.24693
C -5.31183 2.25984 1.04544
C -4.38408 2.26497 0.01306
H -2.60017 5.67340 -1.25234
H -1.22799 7.70276 -1.12116
H 1.20674 7.53668 -0.70880
H 2.25624 5.31149 -0.43043
H 0.83265 3.25125 -0.59497
H -4.06944 4.45689 -2.23743
H -5.09247 4.49084 -4.46930
H -4.41445 2.82858 -6.17305
H -2.70643 1.11837 -5.61093
H -1.66373 1.10983 -3.35510
H -1.89606 3.97945 1.53372
H -3.55153 3.98631 3.36542
H -5.73571 2.86339 3.05920
H -6.24456 1.72473 0.92058
H -4.59888 1.72326 -0.89950
C 5.33455 0.85235 2.21400
N 3.92912 1.01196 2.54026
C 3.10684 1.37815 1.40133
C 3.39898 0.65239 3.72436
S 1.77833 0.31763 3.93458
N 4.32372 0.54905 4.76308
C 3.90206 -0.15736 5.96048
C 5.04513 1.77514 5.09671
H 5.40833 0.29397 1.27824
H 5.84513 0.30277 2.99887
H 5.82616 1.81888 2.06855
H 3.48162 2.31354 0.97755
H 2.07408 1.51112 1.70717
H 3.15492 0.58959 0.65059
H 3.46550 -1.11571 5.69323
H 3.15846 0.40657 6.53286
H 4.78595 -0.32181 6.57941
H 5.26091 2.35822 4.20743
H 5.98679 1.52744 5.58901
H 4.44812 2.39634 5.77547
```

For the LUMO energy, the calculation gives 0.066 Ha. The gap between HOMO and LUMO comes out at 5.460 eV. As for the charge: -1.


Molecular weight per entry: 614.7, 182.2, 496.7, 98.1, 123.2, 600.6, 597.5, 1075.8 g/mol
Energy above the lowest of the compared OMol25 structures with the same formula, charge and spin per entry: 5.2, 55.2, 2.6, 31.7, 141.3, 170.6, 7.7, 56.0 kcal per mole
Energy per entry: -65750.261, -25263.651, -34607.699, -8429.867, -10405.594, -61300.371, -91576.509, -122270.946 eV